1.
The following is a DFT calculation (ωB97M-V/def2-TZVPD) of C33H40BCrN10 as an isolated structure.

```
85
C33H40BCrN10, DFT ωB97M-V/def2-TZVPD
Cr 0.1591 0.0312 0.3453
C -1.7254 2.5750 0.8591
N -0.8564 1.7317 1.6987
C -1.6938 0.8527 2.5627
C -0.9610 -0.3754 3.0329
C -1.0754 -0.8661 4.3224
C -0.3758 -2.0120 4.6668
C 0.4131 -2.6405 3.7145
C 0.4643 -2.0962 2.4433
N -0.2112 -0.9936 2.1196
C -0.1062 2.6797 2.5593
C 1.0161 2.1080 3.3927
C 1.3289 2.7441 4.5924
C 2.3449 2.2308 5.3766
C 3.0009 1.0880 4.9431
C 2.6298 0.5410 3.7297
N 1.6723 1.0453 2.9500
C -2.4937 1.8438 -0.2074
C -3.3551 2.5609 -1.0296
C -4.0858 1.8730 -1.9795
C -3.9486 0.4941 -2.0548
C -3.0542 -0.1310 -1.2069
N -2.3209 0.5321 -0.3060
H -1.0937 3.3241 0.3784
H -2.4385 3.1231 1.4936
H -2.5569 0.5216 1.9794
H -2.0676 1.4112 3.4289
H -1.6899 -0.3474 5.0454
H -0.4413 -2.4068 5.6712
H 0.9736 -3.5348 3.9423
H 1.0448 -2.5433 1.6453
H -0.8185 3.1577 3.2463
H 0.2874 3.4870 1.9382
H 0.7714 3.6150 4.9058
H 2.6097 2.7010 6.3129
H 3.7857 0.6318 5.5272
H 3.1233 -0.3483 3.3615
H -3.4444 3.6329 -0.9205
H -4.7614 2.3994 -2.6393
H -4.5212 -0.0926 -2.7581
H -2.9167 -1.1997 -1.2475
C 1.1666 3.5279 -0.6880
C 0.5513 2.5542 -1.6379
C 0.1064 2.7645 -2.9446
C -0.2255 1.5078 -3.4193
C -0.7398 1.1192 -4.7617
N 0.0090 0.6096 -2.4410
N 0.4600 1.2634 -1.3355
B 0.3901 -0.9094 -2.6401
N 1.7538 -1.1491 -1.9773
N 1.9605 -0.9240 -0.6502
C 3.2544 -1.1106 -0.4213
C 3.8426 -0.9246 0.9360
C 3.9037 -1.4782 -1.6016
C 2.9188 -1.4841 -2.5707
C 3.0376 -1.8017 -4.0210
N -0.6409 -1.8762 -2.0410
N -0.7431 -2.0176 -0.6938
C -1.5702 -3.0343 -0.4809
C -1.9757 -3.4833 0.8842
C -1.9935 -3.5794 -1.7018
C -1.3727 -2.8176 -2.6729
C -1.4543 -2.9384 -4.1562
H 2.1326 3.8534 -1.0767
H 1.3530 3.0549 0.2746
H 0.5558 4.4209 -0.5509
H 0.0603 3.6941 -3.4817
H -1.0372 2.0092 -5.3137
H -1.6045 0.4607 -4.6728
H 0.0184 0.5933 -5.3403
H 0.4637 -1.1071 -3.8097
H 3.5316 0.0338 1.3533
H 4.9297 -0.9378 0.8842
H 3.5343 -1.7170 1.6195
H 4.9451 -1.7094 -1.7295
H 4.0508 -2.1356 -4.2346
H 2.8275 -0.9302 -4.6403
H 2.3485 -2.5923 -4.3141
H -1.2182 -4.1243 1.3371
H -2.8968 -4.0599 0.8245
H -2.1491 -2.6396 1.5499
H -2.6575 -4.4115 -1.8521
H -2.1387 -3.7428 -4.4167
H -0.4825 -3.1605 -4.5945
H -1.8176 -2.0188 -4.6147
```

Calculated values
spin multiplicity = 5
<S²> = 6.010
orbital gap (alpha / beta) = 8.31 / 8.60 eV
LUMO (alpha / beta) = -2.12 / -2.26 eV
total charge = +1
energy above the lowest of the compared OMol25 structures with the same formula, charge and spin = 14.60 kcal/mol

=====

2.
The following is a DFT calculation (ωB97M-V/def2-TZVPD) of C33H40BFeN10 as an isolated structure in a non-equilibrium geometry.

```
85
C33H40BFeN10, DFT ωB97M-V/def2-TZVPD
Fe -0.0240 0.2378 -0.0410
C 2.3177 -1.4433 1.0678
N 1.4400 -1.4896 -0.1000
C 2.1361 -1.8119 -1.3325
C 1.5599 -1.0751 -2.5168
C 2.1775 -1.1318 -3.7637
C 1.6167 -0.4373 -4.8166
C 0.4545 0.2955 -4.6010
C -0.0877 0.3016 -3.3329
N 0.4498 -0.3752 -2.3111
C 0.2184 -2.3137 0.1229
C -0.7785 -1.5765 1.0046
C -2.1898 -1.3793 0.5315
C -3.0669 -0.8319 1.6035
C -2.7184 -0.9502 2.8920
C -1.4335 -1.5213 3.2460
N -0.5488 -1.8020 2.3458
C 2.8059 -0.0423 1.3446
C 3.9737 0.1899 2.0608
C 4.3106 1.4930 2.3828
C 3.4689 2.5241 1.9881
C 2.3270 2.2026 1.2782
N 2.0097 0.9499 0.9538
H 3.1734 -2.1169 0.9492
H 1.7514 -1.7848 1.9376
H 2.1151 -2.8926 -1.5307
H 3.1893 -1.5367 -1.2386
H 3.0851 -1.7080 -3.8903
H 2.0795 -0.4578 -5.7946
H -0.0148 0.8579 -5.3958
H -0.9798 0.8730 -3.1068
H 0.4780 -3.2935 0.5462
H -0.2127 -2.4882 -0.8607
H -2.6680 -2.2733 0.1096
H -4.0342 -0.4391 1.3164
H -3.3946 -0.6274 3.6735
H -1.1979 -1.7113 4.2869
H 4.5968 -0.6416 2.3635
H 5.2143 1.7034 2.9396
H 3.6891 3.5552 2.2264
H 1.6229 2.9620 0.9591
C -2.2860 -2.4099 -2.3651
C -2.7568 -1.0701 -1.9157
C -3.7043 -0.3057 -2.5391
C -3.8241 0.8598 -1.7791
C -4.7373 1.9898 -2.1032
N -2.9850 0.8129 -0.7437
N -2.2994 -0.4103 -0.7968
B -2.4602 2.2142 -0.0753
N -1.3114 2.7939 -0.9366
N -0.0761 2.2071 -0.9562
C 0.7000 2.9455 -1.7367
C 2.1088 2.5617 -2.0441
C -0.0054 4.0751 -2.1739
C -1.2688 3.9558 -1.6331
C -2.3899 4.9382 -1.7061
N -2.0292 2.0741 1.3549
N -0.8926 1.3988 1.6689
C -0.6886 1.5727 2.9709
C 0.4562 0.9866 3.7260
C -1.7111 2.3755 3.5047
C -2.5451 2.6702 2.4532
C -3.7933 3.4854 2.4347
H -2.9130 -2.7465 -3.1879
H -2.3187 -3.1616 -1.5782
H -1.2588 -2.3418 -2.7238
H -4.2547 -0.5502 -3.4316
H -5.5186 1.6255 -2.7670
H -4.2022 2.7831 -2.6214
H -5.1916 2.4111 -1.2101
H -3.4005 2.9348 -0.1523
H 2.3118 1.5414 -1.7259
H 2.8158 3.2187 -1.5348
H 2.3001 2.6408 -3.1148
H 0.3617 4.8845 -2.7824
H -2.0425 5.8394 -2.2070
H -2.7391 5.2159 -0.7118
H -3.2440 4.5627 -2.2656
H 0.9420 0.2005 3.1600
H 0.1019 0.5518 4.6601
H 1.1874 1.7582 3.9768
H -1.8258 2.6870 4.5295
H -4.0177 3.8262 3.4433
H -4.6449 2.9059 2.0753
H -3.6925 4.3632 1.7952
```

Calculated values
spin multiplicity = 5
<S²> = 6.020
orbital gap (alpha / beta) = 6.69 / 7.06 eV
LUMO (alpha / beta) = -2.17 / -2.25 eV
total charge = +1
energy above the lowest of the compared OMol25 structures with the same formula, charge and spin = 5.30 kcal/mol

=====

3.
The following is a DFT calculation (ωB97M-V/def2-TZVPD) of C33H40FN14O6SSiV as an isolated structure in a non-equilibrium geometry.

```
97
C33H40FN14O6SSiV, DFT ωB97M-V/def2-TZVPD
V -0.3037 0.3010 -0.5699
N 1.2790 -2.1895 -1.8226
C 0.9309 -2.4325 -0.4792
N 1.2407 -3.6126 -0.0621
N 0.7310 -3.9551 1.2297
N -0.0709 -1.7185 1.5201
N 0.2923 -1.3900 0.1515
C 1.6728 -0.9493 -2.3272
N 2.6512 -0.7849 -3.1858
N 2.6738 0.5653 -3.3956
N 1.7682 1.1520 -2.6895
N 1.0826 0.1927 -1.9944
H 1.8234 -2.9605 -2.1810
C 2.3964 2.3157 2.5323
Si 2.3294 1.8178 0.7314
C 3.0098 0.0937 0.7360
C 3.5432 2.8354 -0.2375
N 0.6851 1.9256 0.1425
C 0.0675 3.1653 0.1567
C 0.6489 4.3746 0.6119
C -0.0272 5.5842 0.6265
C -1.3372 5.6879 0.1769
C -1.9478 4.5374 -0.3045
C -1.2429 3.3590 -0.3049
F -1.9122 2.2473 -0.7983
H 3.4140 2.6397 2.7854
H 2.1559 1.4549 3.1682
H 1.7139 3.1289 2.7977
H 4.0070 0.1741 1.1898
H 3.1385 -0.3353 -0.2626
H 2.4157 -0.5999 1.3387
H 4.5608 2.5716 0.0773
H 3.4240 3.9151 -0.1005
H 3.4425 2.6197 -1.3032
H 1.6707 4.3602 0.9621
H 0.4863 6.4629 1.0004
H -1.8673 6.6310 0.1926
H -2.9688 4.5360 -0.6724
C 2.5257 1.5988 -5.8719
O 1.1833 1.3924 -5.4096
C 0.7570 0.1139 -5.2837
C 1.3861 -0.9823 -5.8447
C 0.8289 -2.2421 -5.6823
C -0.3552 -2.4091 -4.9814
C -0.9823 -1.3129 -4.4119
C -0.4165 -0.0603 -4.5469
N -0.9513 1.1879 -4.0490
C -2.0971 1.5651 -3.6107
C -3.1541 0.7820 -3.0237
C -4.4842 1.0814 -3.3746
C -5.5268 0.3391 -2.8747
C -5.2390 -0.6889 -1.9600
C -3.9480 -0.9260 -1.5445
C -2.8898 -0.1606 -2.0491
O -1.6771 -0.2518 -1.5592
H 2.5880 1.4074 -6.9417
H 3.2149 0.9594 -5.3208
H 2.7628 2.6363 -5.6683
H 2.3030 -0.8579 -6.4040
H 1.3336 -3.1005 -6.1069
H -0.7921 -3.3907 -4.8626
H -1.9043 -1.4528 -3.8848
H -0.3084 1.9439 -4.2745
H -2.2718 2.6347 -3.7133
H -4.6716 1.8796 -4.0873
H -6.5443 0.5432 -3.1778
H -6.0475 -1.2828 -1.5474
H -3.7162 -1.6752 -0.7997
C 1.7125 -5.0674 6.2546
C 1.2953 -3.9869 5.2529
S 0.7912 -2.5376 6.1250
O 1.9467 -1.9974 6.7949
O -0.4077 -2.8563 6.8682
C 0.3445 -1.4188 4.8355
C -1.1162 -1.5898 4.4066
N -1.4038 -0.6787 3.2926
C -0.9050 -0.7570 2.0331
N -1.2438 0.3194 1.3088
C -1.9684 1.1363 2.1305
C -2.0777 0.5514 3.3347
N -2.7815 1.0870 4.4713
O -2.8766 0.3971 5.4731
O -3.2399 2.2009 4.3486
C -0.3562 -3.1607 1.6663
H 2.0421 -5.9568 5.7193
H 0.8779 -5.3373 6.9016
H 2.5305 -4.7133 6.8814
H 0.4400 -4.3053 4.6503
H 2.1247 -3.6815 4.6109
H 1.0434 -1.5961 4.0121
H 0.5228 -0.4246 5.2492
H -1.7804 -1.3546 5.2217
H -1.3374 -2.6030 4.1132
H -2.3696 2.0888 1.8242
H -0.5526 -3.3923 2.6984
H 1.4976 -3.9530 1.8895
H -1.2360 -3.4043 1.0620
```

Calculated values
orbital gap = 5.77 eV
LUMO = -1.36 eV